Density functional theory data (the ωB97M-V functional and the def2-TZVPD basis) for a molecular structure, C35H28BF3N2O2RuS2 at a distorted geometry.

Calculated values
LUMO level (alpha / beta): -8.16 / -8.17 eV
HOMO-LUMO gap (alpha / beta): 4.77 / 4.76 eV

Geometry as ORCA input:
```
! wB97M-V def2-TZVPD RIJCOSX def2/J DEFGRID3
* xyz 2 1
Ru 0.404 -0.452 0.127
S -3.677 5.084 -1.422
C -5.223 4.958 -0.718
C -5.350 3.833 0.040
C -4.170 3.056 0.054
C -3.162 3.608 -0.698
C -1.814 3.090 -0.916
C -1.461 1.828 -0.394
N -0.260 1.301 -0.558
C 0.684 1.981 -1.262
C 0.431 3.236 -1.811
C 1.489 3.877 -2.544
C 2.689 3.281 -2.717
C 2.957 1.976 -2.176
C 4.164 1.282 -2.328
C 4.341 0.020 -1.782
C 3.256 -0.530 -1.070
N 2.112 0.110 -0.909
C 1.944 1.344 -1.452
C 5.583 -0.732 -1.930
C 6.733 -0.329 -2.560
C 7.751 -1.309 -2.525
C 7.364 -2.439 -1.872
S 5.764 -2.326 -1.293
C -0.844 3.786 -1.618
H -5.959 5.723 -0.906
H -6.254 3.569 0.569
H -4.089 2.132 0.607
H -2.162 1.234 0.174
H 1.300 4.855 -2.967
H 3.468 3.779 -3.278
H 4.964 1.745 -2.891
H 3.325 -1.511 -0.616
H 6.862 0.633 -3.034
H 8.728 -1.180 -2.964
H 7.934 -3.337 -1.697
H -1.060 4.763 -2.032
F -1.345 2.190 8.923
C -0.571 1.143 8.640
F 0.644 1.368 9.151
F -1.082 0.066 9.247
C -0.470 0.899 7.147
C -1.148 1.718 6.251
C -1.026 1.478 4.899
C -0.239 0.399 4.446
C 0.429 -0.429 5.375
C 0.321 -0.168 6.719
C -0.126 0.152 3.083
C -0.009 -0.083 1.861
H -1.754 2.533 6.617
H -1.532 2.103 4.177
H 1.025 -1.256 5.014
H 0.832 -0.783 7.447
C -2.972 -3.728 -1.702
C -1.745 -3.944 -0.838
C -1.786 -5.282 -0.136
O -1.786 -2.886 0.218
B -0.998 -1.918 -0.229
O -0.275 -2.175 -1.363
C -0.394 -3.650 -1.586
C -0.421 -3.900 -3.075
C 0.821 -4.277 -0.932
H -3.861 -3.787 -1.078
H -3.042 -4.498 -2.470
H -2.956 -2.754 -2.192
H -2.750 -5.411 0.352
H -1.004 -5.371 0.615
H -1.668 -6.088 -0.861
H -1.173 -3.296 -3.575
H -0.640 -4.952 -3.264
H 0.554 -3.680 -3.507
H 0.864 -4.062 0.138
H 1.723 -3.897 -1.413
H 0.810 -5.360 -1.054
*
```